Entry 1:
Molecular formula: C5H8O2
Method: DFT, wB97M-V/def2-TZVPD

Each line ends with the Mulliken charge.
CARTESIAN COORDINATES (ANGSTROEM)
C: 2.15712 -0.26985 0.25677  -0.90
C: 0.76114 0.32216 0.88210  -0.25
O: 0.57292 0.82512 -0.51814  -0.49
C: -0.43900 0.11103 0.07175  0.82
C: -1.73860 0.87635 -0.09465  -0.47
O: -2.32151 -0.27215 -0.73518  -0.42
C: -1.14304 -1.07404 -0.53291  -0.46
H: 2.89338 -0.08010 1.00982  0.33
H: 1.99839 -1.32067 0.02467  0.28
H: 2.56423 0.17784 -0.69976  0.26
H: 0.59665 1.12276 1.64502  0.28
H: -2.27465 1.21155 0.79186  0.26
H: -1.59818 1.71594 -0.79736  0.24
H: -0.69435 -1.43978 -1.46057  0.29
H: -1.33450 -1.90616 0.15656  0.23

The value obtained for the HOMO-LUMO gap is 10.31 eV. As for the energy above the lowest of the compared OMol25 structures with the same formula, charge and spin: 474.5 kJ/mol. Its SMILES is C[C@H]1OC12COC2.

---

Entry 2:
Molecular formula: C9H7Cl2InNO3V
Method: DFT, wB97M-V/def2-TZVPD

Each line ends with the Mulliken charge.
CARTESIAN COORDINATES (ANGSTROEM)
In: -2.56880 4.76932 -1.45868  1.12
V: -1.51445 -0.10663 -1.04667  1.09
Cl: -2.41395 2.64875 -0.26586  -0.30
Cl: -1.83317 -0.53463 -3.13875  0.05
C: -2.70901 -0.99650 -0.01004  0.51
C: -2.52023 5.37960 0.99923  0.24
C: -4.96000 4.04767 -1.53759  0.24
O: -3.51654 -1.51410 0.66457  0.07
O: -2.39263 4.85445 2.00857  -0.03
O: -5.82275 3.32226 -1.34695  -0.01
C: 3.87561 -2.44339 0.90550  -1.27
C: 2.60419 -1.76170 0.50345  1.06
C: 1.50706 -1.75648 1.37065  -0.68
C: 0.30669 -1.18567 0.96405  -0.11
N: 0.15439 -0.64565 -0.29686  -0.06
C: 1.26127 -0.57565 -1.10837  -0.19
C: 2.47387 -1.13060 -0.74192  -0.76
H: 4.27819 -2.00503 1.82651  0.41
H: 3.70564 -3.51081 1.09565  0.41
H: 4.62113 -2.34108 0.11374  0.39
H: 1.57797 -2.22197 2.36350  0.48
H: -0.55823 -1.13912 1.62379  0.47
H: 1.11832 -0.06182 -2.05589  0.43
H: 3.32544 -1.09122 -1.43160  0.43

The charge is +4. The value obtained for the HOMO-LUMO gap (spin up / spin down) is 4.44 / 5.12 eV. The spin multiplicity is 3.

---

Entry 3:
Molecular formula: C26H58FeOP4
Method: DFT, wB97M-V/def2-TZVPD

Each line ends with the Mulliken charge.
CARTESIAN COORDINATES (ANGSTROEM)
Fe: 0.01406 -0.87655 0.82030  1.46
P: -0.06926 -2.11532 2.64817  1.30
P: -2.21629 -0.77553 0.50159  0.86
P: 1.70885 0.62569 1.84725  1.17
H: -3.54159 8.25217 -0.74550  0.35
C: -2.50273 8.46842 -1.01801  -0.27
C: -2.05239 8.29056 -2.26628  -0.17
H: -2.70971 7.93564 -3.06686  0.31
C: -0.77680 -1.45278 4.21129  -1.11
C: -1.05413 -3.66727 2.50236  -1.45
C: 1.51076 -2.81325 3.28222  -1.44
C: -2.91565 0.42039 -0.70593  -1.00
C: -2.93342 -2.37206 -0.12425  -1.12
C: -3.33180 -0.44102 1.93784  -1.16
C: 2.22907 2.27108 1.19648  -1.51
C: 3.38230 -0.15549 2.00801  -1.45
C: 1.40008 1.16782 3.58990  -1.52
H: -1.85629 8.86523 -0.22706  0.37
H: -1.01839 8.52603 -2.54141  0.37
H: -0.81330 -2.26553 4.94829  0.50
H: -1.78417 -1.06396 4.04555  0.20
H: -0.15952 -0.63917 4.59889  0.24
H: -0.81885 -4.31028 3.36078  0.56
H: -0.80965 -4.21113 1.58180  0.30
H: -2.12899 -3.45368 2.50803  0.40
H: 1.65666 -2.51468 4.32930  0.40
H: 2.37875 -2.47059 2.71018  0.37
H: 1.47925 -3.90983 3.23284  0.56
H: -3.95222 0.15929 -0.95797  0.63
H: -2.30980 0.44647 -1.61762  0.13
H: -2.89218 1.42331 -0.26324  0.21
H: -3.98350 -2.45139 0.19358  0.53
H: -2.38642 -3.23661 0.27113  0.15
H: -2.89076 -2.40781 -1.22012  0.38
H: -4.37733 -0.42901 1.60110  0.56
H: -3.07391 0.54474 2.34853  0.31
H: -3.21339 -1.19934 2.72034  0.28
H: 3.22242 2.52839 1.58846  0.65
H: 1.51312 3.03715 1.51734  0.38
H: 2.25213 2.25866 0.10346  0.25
H: 4.15731 0.62031 1.95245  0.51
H: 3.53866 -0.86879 1.18846  0.16
H: 3.46964 -0.67558 2.96867  0.50
H: 2.08611 1.98437 3.85380  0.53
H: 1.54747 0.33988 4.29249  0.45
H: 0.36804 1.53489 3.66193  0.36
C: -0.54614 3.05296 -0.56800  -0.61
C: -1.22733 3.29987 0.67999  0.19
C: -1.62400 4.57374 1.03143  -1.00
C: -1.36836 5.65827 0.18609  -0.19
C: -0.72376 5.45329 -1.03870  -0.12
C: -0.33303 4.18869 -1.43356  -0.62
O: -0.12112 1.89036 -0.85608  -0.47
H: -0.84535 0.14525 1.61618  -0.37
H: -1.39140 2.44232 1.33868  0.59
H: -2.13973 4.72206 1.97908  0.46
H: -1.69261 6.66438 0.46025  0.37
H: -0.55776 6.30344 -1.69892  0.39
H: 0.16053 3.99783 -2.38353  0.49
C: 0.05622 -0.02156 -3.26874  -1.34
C: -0.39383 -1.36556 -2.70426  1.98
C: -0.62449 -2.33698 -3.86454  -1.97
P: 0.66284 -1.96622 -1.25546  -0.54
C: 0.62786 -3.84632 -1.12477  1.06
C: 0.89714 -4.70809 -2.36769  -1.56
C: 1.55617 -4.35193 -0.01151  -1.61
C: 2.46116 -1.58129 -1.58681  0.77
C: 3.07191 -2.29415 -2.79607  -1.53
C: 2.73279 -0.07243 -1.65061  -0.97
H: 0.99873 -0.11393 -3.82255  0.38
H: 0.14973 0.75505 -2.49469  -0.05
H: -0.70356 0.33611 -3.97817  0.57
H: -1.37836 -1.22530 -2.21859  -0.84
H: 0.30846 -2.63289 -4.36132  0.29
H: -1.19474 -3.22258 -3.56403  0.42
H: -1.22369 -1.82174 -4.62778  0.56
H: -0.41561 -4.01548 -0.80937  0.06
H: 1.94019 -4.65115 -2.70485  0.22
H: 0.71088 -5.75304 -2.08842  0.48
H: 0.24247 -4.48925 -3.20822  0.30
H: 1.39463 -3.84687 0.95104  0.21
H: 1.35529 -5.41997 0.15353  0.50
H: 2.62171 -4.25805 -0.26655  0.34
H: 2.95330 -1.97806 -0.68332  0.21
H: 2.45352 -2.21686 -3.70300  0.24
H: 4.03574 -1.81682 -3.03099  0.49
H: 3.29625 -3.35225 -2.59740  0.32
H: 1.95840 0.54262 -1.17293  -0.59
H: 3.67798 0.13592 -1.13628  0.52
H: 2.83872 0.27275 -2.68707  0.49

The charge is +3. The value obtained for the HOMO-LUMO gap (spin up / spin down) is 6.84 / 3.24 eV. As for the energy above the lowest of the compared OMol25 structures with the same formula, charge and spin: 41.5 kJ/mol. The spin multiplicity is 6.

---

Entry 4:
Molecular formula: C41H85N3O27
Method: DFT, wB97M-V/def2-TZVPD

Each line ends with the Mulliken charge.
CARTESIAN COORDINATES (ANGSTROEM)
C: 11.45645 -28.30772 -6.58741  -0.22
C: 12.54217 -29.36575 -6.59749  -0.40
O: 12.89621 -29.64201 -5.17569  -0.25
C: 12.71539 -30.87087 -4.71161  0.74
O: 12.38039 -31.80823 -5.37967  -0.61
O: 12.92693 -30.84648 -3.41514  -0.21
C: 12.41479 -32.04000 -2.68558  -0.32
H: 11.52339 -28.01258 -5.55322  -0.27
H: 10.52399 -28.77622 -6.88997  0.27
H: 11.73740 -27.44490 -7.17835  0.35
H: 13.52965 -28.90000 -6.92908  0.23
H: 12.30441 -30.32556 -7.11268  0.30
H: 12.35063 -31.71038 -1.63027  -0.18
H: 13.07866 -32.96811 -2.85959  0.28
H: 11.40076 -32.21475 -3.02418  0.34
C: 7.29558 -29.95429 -3.84633  -1.43
C: 8.60762 -29.38667 -3.46737  0.73
O: 9.00383 -28.16333 -4.26500  -0.19
C: 8.62622 -26.91029 -4.02755  0.70
O: 8.84301 -26.05706 -4.82076  -0.54
O: 7.85242 -26.73414 -2.93492  -0.32
C: 7.52014 -25.37930 -2.60918  -0.86
H: 7.12085 -30.90443 -3.30007  0.42
H: 7.28621 -30.10236 -4.89463  0.38
H: 6.45806 -29.25986 -3.55422  0.29
H: 9.46952 -30.11014 -3.49359  0.08
H: 8.53698 -29.07413 -2.43816  -0.25
H: 7.24825 -25.42112 -1.55652  0.28
H: 6.87326 -25.01464 -3.28548  0.60
H: 8.40372 -24.76261 -2.63740  0.07
C: 14.58575 -26.22083 2.16542  -1.20
C: 14.01089 -27.50283 1.72578  1.06
O: 13.97270 -28.47453 2.85095  -0.44
C: 13.64745 -29.68274 2.48179  0.78
O: 13.60202 -30.10887 1.36646  -0.62
O: 13.49994 -30.42938 3.59040  -0.28
C: 13.15356 -31.78036 3.34274  -0.67
H: 15.63707 -26.28927 2.18303  0.40
H: 14.08145 -25.85093 3.03332  0.38
H: 14.31590 -25.48635 1.38297  0.01
H: 14.43420 -28.05917 0.83358  0.35
H: 12.93591 -27.31630 1.41784  -0.89
H: 12.83266 -32.17737 4.32129  0.22
H: 14.02378 -32.25055 2.96053  0.34
H: 12.39719 -31.92541 2.56044  0.24
C: 3.28888 -20.96540 -3.34425  -0.68
C: 3.13085 -21.83178 -2.11282  0.01
O: 2.04492 -21.45208 -1.31000  -0.36
C: 2.14286 -20.42352 -0.47853  0.72
O: 3.06589 -19.69200 -0.34787  -0.57
O: 1.00615 -20.39920 0.27801  -0.36
C: 1.06592 -19.50982 1.42229  -0.49
H: 4.23746 -21.13408 -3.83746  0.06
H: 3.33594 -19.90571 -3.01843  0.24
H: 2.46101 -21.08756 -4.05711  0.32
H: 4.02624 -21.93208 -1.44187  0.10
H: 2.88739 -22.86251 -2.34070  0.31
H: 2.15244 -19.34665 1.61200  0.14
H: 0.56062 -20.01883 2.24523  0.24
H: 0.64169 -18.58575 1.15649  0.28
C: 8.27421 -21.97452 -6.78372  -1.37
C: 7.51486 -22.85180 -5.74628  0.13
O: 6.80706 -22.10332 -4.69883  -0.33
C: 7.55027 -21.44359 -3.72618  0.79
O: 7.02326 -20.69623 -2.94143  -0.63
O: 8.83917 -21.70308 -3.76716  -0.30
C: 9.70900 -21.02179 -2.84408  -0.72
H: 9.23027 -21.65730 -6.37471  0.29
H: 7.74569 -21.10513 -7.14116  0.32
H: 8.56066 -22.61797 -7.56169  0.46
H: 8.33884 -23.46993 -5.28420  -0.05
H: 6.79202 -23.47446 -6.22181  0.52
H: 9.85353 -21.60423 -1.95643  0.13
H: 9.12308 -20.16730 -2.51603  0.40
H: 10.62778 -20.85899 -3.34586  0.31
C: 17.24950 -27.23250 -0.33602  -1.15
C: 16.16947 -26.38889 -1.16335  0.22
O: 16.07336 -25.06053 -0.59324  -0.35
C: 15.53509 -24.13174 -1.37096  0.93
O: 15.08497 -24.29969 -2.46032  -0.59
O: 15.46178 -22.98837 -0.61915  -0.31
C: 15.08055 -21.84850 -1.36394  -0.63
H: 17.20238 -28.17099 -0.86926  0.40
H: 16.89879 -27.36250 0.72148  0.17
H: 18.23067 -26.75562 -0.30663  0.34
H: 15.17718 -26.80375 -1.05758  -0.21
H: 16.41676 -26.33198 -2.25625  0.49
H: 14.94956 -21.11207 -0.57581  0.26
H: 14.14295 -21.89871 -1.95574  0.22
H: 15.85078 -21.50602 -2.09790  0.31
C: 12.44534 -26.94736 -2.75625  -0.09
C: 11.48255 -25.77178 -2.63518  -0.10
O: 10.42799 -26.05219 -1.68789  0.34
C: 10.62580 -25.69531 -0.42823  -0.11
O: 11.66350 -25.32172 0.03769  -0.30
O: 9.55326 -25.85849 0.38150  -0.43
C: 9.82583 -25.51937 1.78658  0.17
H: 12.64175 -27.40426 -1.77705  -0.20
H: 13.45604 -26.69363 -3.15422  0.38
H: 12.03517 -27.76455 -3.36092  -0.28
H: 10.86795 -25.52942 -3.54200  0.35
H: 12.00787 -24.82157 -2.42452  0.10
H: 9.97331 -24.39208 1.84649  -0.02
H: 10.81116 -25.95660 2.04998  -0.43
H: 9.11615 -25.96264 2.47264  0.52
C: 8.89982 -24.33657 6.35844  -1.08
C: 10.37056 -24.66992 6.01626  -0.18
O: 10.37497 -25.65652 4.94319  -0.08
C: 11.16756 -26.69162 4.93230  0.58
O: 11.02339 -27.56811 4.06512  -0.53
O: 12.09734 -26.67101 5.89374  -0.39
C: 13.00441 -27.79817 5.92588  -0.09
H: 8.44696 -23.97949 5.44956  0.20
H: 8.95984 -23.45835 7.06195  0.36
H: 8.30279 -25.18238 6.74638  0.34
H: 10.89635 -25.04117 6.87635  0.41
H: 10.86238 -23.73934 5.56445  0.13
H: 13.25088 -28.12559 4.92307  -0.11
H: 12.62716 -28.62519 6.62420  0.24
H: 13.85666 -27.35185 6.48954  0.26
C: 10.26501 -29.14386 1.75218  -0.58
N: 9.68583 -29.92119 0.54199  0.33
C: 8.32799 -29.61255 0.25240  -1.19
C: 10.29135 -30.92562 -0.12144  0.70
O: 9.76796 -31.67481 -0.93380  -0.66
H: 11.12243 -28.54576 1.48460  -0.30
H: 10.41523 -29.72746 2.65177  0.57
H: 9.58419 -28.33524 2.06765  0.34
H: 7.69339 -29.87332 1.10364  0.38
H: 8.17312 -28.51856 0.01010  0.22
H: 8.00864 -30.29302 -0.56807  0.41
H: 11.38617 -30.90121 0.13457  -0.07
C: 5.64486 -18.94111 0.91764  -0.81
N: 6.15042 -20.16060 1.52632  0.29
C: 5.99087 -20.48739 2.95468  -0.96
C: 6.71596 -21.07109 0.70038  0.58
O: 7.26023 -22.18117 1.02245  -0.76
H: 4.59098 -18.87437 0.88427  0.17
H: 6.03510 -18.15918 1.47413  0.44
H: 5.93729 -18.89645 -0.12791  0.23
H: 6.50594 -19.66423 3.55804  0.30
H: 4.96028 -20.40920 3.22033  0.33
H: 6.45487 -21.42309 3.19652  0.28
H: 6.62470 -20.70096 -0.33530  0.04
C: 11.42680 -21.33021 0.58251  -0.69
N: 11.18860 -21.97210 1.82416  0.40
C: 12.30922 -22.85015 2.24081  -0.92
C: 10.19268 -21.60501 2.68730  0.48
O: 10.14037 -21.93361 3.83749  -0.58
H: 10.55598 -20.68910 0.38030  0.32
H: 11.45803 -22.07209 -0.20519  0.04
H: 12.38057 -20.75485 0.71206  0.28
H: 13.23178 -22.40290 1.98917  0.39
H: 12.31980 -23.23126 3.23451  0.21
H: 12.27829 -23.79083 1.67440  0.20
H: 9.40271 -21.10917 2.11178  -0.08

The value obtained for the HOMO-LUMO gap is 9.62 eV. Its SMILES is CCOC(=O)OC.CCOC(=O)OC.CCOC(=O)OC.CCOC(=O)OC.CCOC(=O)OC.CCOC(=O)OC.CCOC(=O)OC.CCOC(=O)OC.CN(C)C=O.CN(C)C=O.CN(C)C=O.